Entry 1:
{
  "formula": "C33H49Cu2N5O",
  "method": "ωB97M-V/def2-TZVPD",
  "total_charge": 6,
  "molar_mass_g_mol": 658.88,
  "energy_ha": -4914.205537,
  "fmax_ev_per_a": 2.58,
  "symbols": ["C", "N", "C", "C", "C", "C", "C", "C", "C", "C", "N", "C", "C", "C", "H", "H", "H", "H", "H", "H", "H", "H", "H", "H", "H", "H", "H", "H", "C", "N", "C", "C", "C", "C", "C", "C", "C", "C", "N", "C", "C", "C", "H", "H", "H", "H", "H", "H", "H", "H", "H", "H", "H", "H", "H", "H", "Cu", "Cu", "C", "C", "C", "C", "N", "C", "C", "C", "C", "C", "H", "H", "H", "H", "H", "H", "H", "H", "H", "H", "H", "H", "H", "H", "H", "H", "H", "H", "H", "H", "O", "H"],
  "coordinates": [[-6.88634, -3.37914, 4.96207], [-5.53931, -3.48298, 4.32319], [-4.69734, -4.47482, 4.64176], [-3.41080, -4.50866, 4.14139], [-3.05495, -3.60743, 3.13675], [-3.94254, -2.60405, 2.76610], [-5.19640, -2.60754, 3.36571], [-1.71144, -3.77577, 2.48840], [-1.55247, -3.67893, 1.09770], [-0.28562, -3.81374, 0.54344], [0.75691, -4.12564, 1.32247], [0.62303, -4.40202, 2.63229], [-0.60801, -4.21884, 3.21764], [2.11806, -4.19826, 0.71187], [-6.88405, -3.92124, 5.90229], [-7.61845, -3.70228, 4.22719], [-7.02651, -2.32817, 5.20929], [-5.00914, -5.18345, 5.40000], [-2.74021, -5.30574, 4.43001], [-3.77051, -1.79147, 2.07600], [-5.91022, -1.82471, 3.14780], [-2.28905, -3.34051, 0.35473], [-0.14534, -3.69937, -0.51942], [1.51448, -4.76533, 3.12595], [-0.66146, -4.23660, 4.30011], [2.27047, -5.14070, 0.19368], [2.81241, -4.05331, 1.53674], [2.28965, -3.32608, 0.08479], [-5.85391, 2.85160, -1.94459], [-4.63051, 2.74073, -1.11257], [-3.54626, 2.11564, -1.60532], [-2.38537, 2.06262, -0.82737], [-2.40429, 2.58645, 0.48864], [-3.55069, 3.25346, 0.91117], [-4.68801, 3.17580, 0.15151], [-1.27419, 2.41420, 1.43249], [-1.07842, 3.34898, 2.45972], [-0.15226, 3.13042, 3.45165], [0.56944, 1.99901, 3.49267], [0.52606, 1.14185, 2.45518], [-0.44354, 1.29758, 1.48012], [1.53909, 1.81969, 4.60827], [-5.56232, 2.87008, -2.99665], [-6.41712, 3.77179, -1.81496], [-6.45398, 1.94692, -1.85265], [-3.62676, 1.56781, -2.53332], [-1.48294, 1.65061, -1.25228], [-3.65722, 3.60391, 1.92980], [-5.64742, 3.55572, 0.48077], [-1.52447, 4.33547, 2.40897], [0.00280, 3.84118, 4.25328], [1.02143, 0.19972, 2.64918], [-0.57817, 0.45398, 0.80963], [2.54404, 1.86100, 4.19199], [1.37686, 0.81803, 5.00465], [1.41699, 2.54661, 5.40387], [-0.50738, -1.88501, -3.53020], [-2.57813, -1.41993, -1.80414], [7.43850, 2.68333, -3.54915], [7.05348, 1.35022, -4.19434], [5.70103, 0.75452, -3.70405], [4.71353, 1.79586, -3.25341], [3.37301, 1.25117, -2.71911], [2.86084, 0.06776, -3.52809], [2.28812, 0.70400, -4.80742], [1.66426, 2.01011, -4.30536], [2.29488, 2.27766, -2.92685], [3.43089, 0.84468, -1.27788], [7.68649, 2.49801, -2.50128], [6.72700, 3.50501, -3.66270], [8.31008, 3.10775, -4.04751], [7.80466, 0.58156, -4.04940], [6.92827, 1.61236, -5.24689], [5.92785, 0.00283, -2.93623], [5.30480, 0.09778, -4.48533], [4.52458, 2.60914, -3.95300], [5.12625, 2.31995, -2.38603], [1.99665, -0.34765, -2.95981], [3.60351, -0.68387, -3.76746], [1.48265, 0.11285, -5.23836], [3.10302, 0.87975, -5.50614], [0.59261, 1.91408, -4.10025], [1.74932, 2.90862, -4.91130], [1.58989, 2.25499, -2.09190], [2.72169, 3.27958, -2.87772], [3.57358, 1.80366, -0.78166], [4.28117, 0.18199, -1.13501], [2.50739, 0.34674, -0.99160], [-0.59424, -0.77591, -1.57861], [-0.16396, -0.10771, -2.13562]],
  "forces_ev_per_angstrom": [[0.3, 0.5, 0.0], [0.1, -0.4, -0.5], [0.4, 0.1, 1.0], [-0.3, 0.0, -0.9], [1.0, 0.0, 0.1], [-1.2, -0.4, 0.5], [0.4, 0.7, 0.2], [-0.5, -0.5, -0.6], [0.7, 0.9, -0.7], [-1.0, -0.2, 0.9], [0.8, -0.4, -0.8], [-0.3, 0.1, -0.7], [-0.1, 0.7, 0.8], [0.2, 0.4, 0.7], [-0.1, -0.3, -0.2], [-0.2, -0.2, 0.3], [-0.1, 0.0, -0.1], [-0.2, 0.0, -0.1], [-0.1, -0.1, 0.1], [0.4, -0.2, -0.2], [-0.2, -0.1, 0.0], [-0.2, -0.5, 0.9], [0.4, 0.0, 0.0], [-0.1, 0.2, 0.3], [0.0, -0.5, 0.0], [0.0, 0.0, 0.0], [0.2, -0.5, -0.1], [-0.3, -0.2, -0.3], [-0.1, -0.6, -1.5], [-0.9, -0.6, -0.3], [1.1, 0.1, 1.2], [-0.8, 0.2, 0.3], [0.2, 0.1, -1.0], [0.0, -1.2, 0.9], [0.0, 1.2, -0.7], [0.3, 0.5, 1.0], [0.3, 0.5, -0.9], [-0.1, -0.1, 0.3], [0.5, 1.2, -0.2], [-1.4, -0.3, 1.2], [0.2, -0.7, -0.5], [0.3, -1.0, -0.2], [0.3, 0.1, 0.1], [0.1, 0.0, 0.7], [-0.2, 0.2, 0.4], [-0.1, 0.7, -0.4], [-0.1, -0.2, 0.1], [0.1, 0.2, -0.1], [0.0, 0.1, 0.0], [-0.3, -0.1, 0.2], [0.0, 0.0, 0.0], [0.4, 0.1, -0.5], [0.1, 0.2, -0.2], [0.0, 0.2, 0.1], [0.0, 0.1, 0.1], [-0.2, 0.2, -0.2], [0.2, 0.3, 0.7], [1.2, 0.6, 0.1], [0.6, -0.3, 0.4], [-1.1, 1.2, -0.5], [0.4, -1.0, -0.3], [0.5, 0.3, 1.1], [-0.9, -1.3, -0.6], [-1.1, 0.6, -0.8], [0.1, 0.5, 0.5], [-0.4, 0.5, 1.1], [0.2, 0.9, 0.0], [0.8, 0.9, -0.6], [0.0, 0.5, 0.1], [-0.4, -0.3, 0.2], [0.3, -0.4, 0.2], [0.2, 0.1, -0.2], [0.2, -0.6, -0.2], [-0.1, 0.5, 0.5], [0.0, 0.4, -0.4], [-0.3, -0.4, -0.4], [0.0, 0.0, 0.0], [0.7, 0.0, 0.0], [0.2, 0.0, 0.5], [0.4, -0.3, -0.4], [-0.2, -0.1, -0.3], [0.0, -0.2, -0.4], [0.2, -0.3, -0.4], [0.0, -0.4, -0.1], [0.3, -0.1, 0.1], [0.1, -0.4, 0.6], [0.1, 0.1, 0.1], [-0.1, 0.1, 0.0], [-1.2, -1.5, -1.7], [-0.3, 0.3, 0.3]]
}

***

Entry 2:
{
  "formula": "C33H49N6",
  "method": "ωB97M-V/def2-TZVPD",
  "total_charge": 1,
  "molar_mass_g_mol": 529.80,
  "energy_ha": -1615.138948,
  "fmax_ev_per_a": 1.76,
  "symbols": ["C", "C", "C", "C", "C", "C", "C", "C", "C", "C", "C", "C", "C", "N", "H", "H", "H", "H", "H", "H", "H", "H", "H", "H", "H", "H", "H", "H", "C", "C", "C", "C", "N", "H", "H", "H", "H", "H", "H", "H", "C", "C", "C", "C", "N", "H", "H", "H", "H", "H", "H", "H", "C", "C", "C", "C", "N", "H", "H", "H", "H", "H", "H", "H", "C", "C", "C", "C", "N", "H", "H", "H", "H", "H", "H", "H", "C", "C", "C", "C", "N", "H", "H", "H", "H", "H", "H", "H"],
  "coordinates": [[-5.13132, 1.97886, 1.24455], [-5.76476, 1.82890, -0.13283], [-7.11075, 1.42907, -0.24676], [-7.70127, 1.24906, -1.48117], [-6.98434, 1.45474, -2.66445], [-5.66178, 1.85624, -2.56376], [-5.05288, 2.03961, -1.31419], [-3.55534, 2.44537, -1.35973], [-2.80700, 1.18718, -1.81881], [-2.47143, 0.93035, -3.13195], [-1.81684, -0.27016, -3.45991], [-1.55348, -1.16021, -2.40896], [-1.89620, -0.86025, -1.11917], [-2.51661, 0.30378, -0.85302], [-5.85752, 2.31853, 1.99682], [-4.80040, 0.98115, 1.59911], [-4.24120, 2.61885, 1.23564], [-7.66105, 1.24286, 0.67924], [-8.74239, 0.93442, -1.58691], [-7.39645, 1.30641, -3.66197], [-5.08225, 1.99693, -3.47928], [-3.16853, 2.73344, -0.37683], [-3.44811, 3.22309, -2.12495], [-2.71904, 1.62986, -3.92953], [-1.53710, -0.52165, -4.48114], [-1.07732, -2.12945, -2.55342], [-1.71871, -1.55084, -0.27748], [-2.78203, 0.51615, 0.10315], [0.13087, -3.23409, 4.43773], [-0.87950, -2.15968, 4.05401], [-1.81740, -2.60219, 2.92302], [-1.03828, -2.91258, 1.71148], [-0.39970, -3.18202, 0.79103], [0.79491, -3.47451, 3.60537], [0.75465, -2.89236, 5.25988], [-0.37087, -4.15001, 4.75369], [-0.34239, -1.25554, 3.75603], [-1.47946, -1.90256, 4.92965], [-2.53168, -1.80910, 2.68998], [-2.38197, -3.48863, 3.21620], [3.60994, 0.27118, -0.94608], [3.99938, -1.19984, -0.89366], [2.96974, -2.06716, -0.16333], [2.81845, -1.62188, 1.23369], [2.70105, -1.27237, 2.32679], [3.54536, 0.70502, 0.05435], [4.35840, 0.83926, -1.50004], [2.64608, 0.40266, -1.44270], [4.97121, -1.29269, -0.40387], [4.11609, -1.57377, -1.91266], [3.28846, -3.10996, -0.16524], [1.99860, -2.00996, -0.65784], [2.25283, 0.72378, -6.64158], [2.69591, -0.73271, -6.58317], [1.68670, -1.63610, -5.86579], [1.50317, -1.19737, -4.47067], [1.37076, -0.85872, -3.37516], [2.15833, 1.15545, -5.64892], [2.98291, 1.31908, -7.18347], [1.28868, 0.81771, -7.15243], [3.66418, -0.79076, -6.08134], [2.83904, -1.10280, -7.59986], [2.03720, -2.66902, -5.86156], [0.72157, -1.60877, -6.37591], [5.28894, 5.32515, -3.21186], [3.81578, 5.03876, -2.94292], [3.50621, 3.54009, -2.85602], [3.84394, 2.87260, -4.12606], [4.11603, 2.35727, -5.12165], [5.60689, 4.92098, -4.17422], [5.46839, 6.40008, -3.23616], [5.92100, 4.89382, -2.43270], [3.21421, 5.49368, -3.73314], [3.52484, 5.51453, -2.00416], [2.44626, 3.38435, -2.64934], [4.07823, 3.07763, -2.05134], [2.13362, -1.67526, 9.33807], [0.66615, -1.95287, 9.64584], [0.33137, -3.44819, 9.65566], [0.60868, -4.04490, 8.33686], [0.83045, -4.50758, 7.30395], [2.40817, -2.02650, 8.34194], [2.33246, -0.60366, 9.37059], [2.78586, -2.16280, 10.06547], [0.04409, -1.44150, 8.90735], [0.41943, -1.52928, 10.62131], [-0.72248, -3.59754, 9.89308], [0.92435, -3.96818, 10.40953]],
  "forces_ev_per_angstrom": [[0.0, -0.7, -0.1], [-0.1, 0.1, 0.0], [0.4, 0.1, 0.4], [-0.6, -0.2, -0.7], [0.6, 0.2, 0.2], [-0.1, -0.2, 0.1], [0.5, 0.4, -0.2], [-0.6, -1.3, -0.5], [-0.5, 1.6, 0.4], [0.6, -0.9, -0.8], [-0.4, 0.3, 1.1], [0.3, -0.7, -0.4], [-0.2, -0.5, 0.5], [0.3, -0.3, -0.4], [0.3, 0.1, -0.3], [-0.1, 0.3, -0.1], [-0.4, 0.0, 0.2], [0.0, 0.1, -0.4], [0.3, 0.1, 0.3], [-0.2, 0.0, 0.4], [-0.1, 0.1, 0.3], [-0.1, 0.3, -0.4], [0.2, 0.0, 0.5], [0.1, 0.0, 0.4], [-0.1, 0.2, 0.3], [0.0, 0.4, -0.2], [0.0, 0.5, -0.6], [0.0, 0.0, -0.1], [-0.1, 0.0, -0.1], [0.3, 0.0, 0.2], [0.3, 0.2, 0.0], [0.0, -0.3, 0.0], [-0.3, 0.3, 0.1], [0.0, 0.0, 0.0], [0.0, -0.1, 0.0], [0.1, 0.0, 0.1], [-0.1, 0.0, -0.1], [-0.1, 0.0, -0.1], [0.0, -0.1, -0.1], [0.0, 0.0, -0.1], [0.0, 0.1, 0.0], [0.1, 0.2, -0.1], [0.2, 0.2, 0.2], [-0.2, -0.1, 0.4], [0.0, -0.1, -0.6], [0.0, -0.1, 0.0], [0.0, 0.0, 0.0], [0.0, 0.0, 0.0], [0.0, -0.1, 0.0], [0.0, -0.1, 0.0], [-0.1, 0.0, 0.1], [0.0, 0.0, 0.1], [-0.3, -0.2, -0.2], [0.1, 0.3, -0.1], [0.3, 0.2, 0.1], [-0.1, -0.1, 0.3], [0.0, -0.2, -0.6], [0.0, 0.0, 0.0], [0.0, 0.0, 0.0], [0.0, -0.1, 0.0], [0.0, -0.1, 0.0], [0.0, -0.1, 0.1], [-0.1, 0.0, 0.1], [0.0, 0.0, 0.1], [0.0, 0.0, 0.0], [0.2, 0.2, 0.0], [0.0, 0.2, -0.3], [0.1, -0.4, -0.2], [0.1, 0.5, 0.8], [0.0, 0.0, 0.0], [0.0, 0.0, 0.0], [0.0, 0.0, 0.0], [-0.1, -0.1, 0.0], [-0.1, -0.1, 0.0], [0.0, -0.1, 0.0], [0.0, -0.1, 0.0], [0.0, 0.0, 0.0], [0.2, 0.2, 0.0], [0.0, 0.2, -0.3], [0.0, -0.4, -0.2], [-0.1, 0.3, 0.6], [0.0, -0.1, 0.0], [0.0, 0.0, 0.0], [0.0, 0.0, 0.0], [-0.1, -0.1, 0.0], [-0.1, -0.1, 0.0], [0.0, -0.1, 0.0], [0.0, 0.0, 0.0]]
}